71
Properties=species:S:1:pos:R:3:lowdin_charge:R:1 method="wB97M-V/def2-TZVPD" homo_ev=-9.112 total_energy_ev=-73045.599 e_lumo_ev=0.238 smiles="CP(O)[C@H](C#N)[C@@H](C#N)OB(O)O.O=C1OCCO1.O=C1OCCO1.O=C1OCCO1.O=C1OCCO1.O=C1OCCO1"
C -1.21116 -2.23599 -2.26392 -0.247
P -0.63387 -1.99933 -3.95638 0.918
O -1.86223 -2.64024 -4.83694 -0.306
C 0.78596 -3.26523 -4.12755 -0.335
C 0.76419 -4.28730 -3.10631 -0.284
N 0.69988 -5.12160 -2.32195 0.182
C 2.10278 -2.44464 -4.13671 -0.341
C 3.04127 -2.79982 -3.06185 -0.148
N 3.89067 -3.00165 -2.32234 0.213
O 2.73895 -2.56952 -5.39218 0.115
B 3.87171 -1.78034 -5.62706 -0.805
O 4.92585 -2.32636 -6.27074 0.230
O 3.92021 -0.43972 -5.30166 0.190
H -2.12017 -2.83078 -2.18959 0.059
H -0.44713 -2.70665 -1.64792 0.040
H -1.37642 -1.23862 -1.86306 0.015
H -1.75656 -2.33514 -5.74977 0.050
H 0.65134 -3.78000 -5.07853 0.130
H 1.83312 -1.39286 -3.97184 0.115
H 4.81787 -3.28135 -6.37435 0.122
H 3.90068 -0.28151 -4.34865 0.092
O 3.09927 1.56365 -3.18696 0.139
C 3.38924 2.13792 -4.19240 -0.582
O 4.64125 2.25057 -4.67283 0.063
C 4.56700 2.77583 -6.00500 -0.101
C 3.23189 3.49861 -5.98419 -0.101
O 2.50374 2.75239 -5.00054 0.075
H 5.41453 3.42735 -6.19614 0.133
H 4.58115 1.94127 -6.70673 0.131
H 3.32024 4.53079 -5.64273 0.133
H 2.70567 3.47535 -6.93383 0.134
O -1.17307 0.01505 0.33993 0.131
C -0.16158 0.65348 0.30125 -0.583
O 0.98316 0.19342 -0.23315 0.061
C 1.89517 1.29778 -0.36091 -0.100
C 1.37788 2.25057 0.70609 -0.097
O -0.01978 1.90851 0.75079 0.047
H 2.91389 0.96420 -0.18667 0.136
H 1.82113 1.69366 -1.36747 0.102
H 1.81712 2.06932 1.68428 0.120
H 1.49645 3.29958 0.45424 0.138
O -6.40283 3.87527 0.62160 0.157
C -5.44917 3.25155 0.96063 -0.576
O -4.21040 3.38391 0.43923 0.065
C -3.28965 2.63849 1.25258 -0.105
C -4.19938 1.61593 1.89659 -0.107
O -5.45760 2.30089 1.92837 0.057
H -2.51339 2.19465 0.64081 0.107
H -2.83312 3.31312 1.97690 0.132
H -4.30386 0.71423 1.29119 0.136
H -3.89719 1.34160 2.90231 0.110
O 0.47879 3.28416 3.34964 0.151
C -0.11840 2.52010 4.04278 -0.565
O -1.19189 1.80819 3.62493 0.039
C -1.49280 0.82302 4.62370 -0.107
C -0.87824 1.42585 5.87127 -0.100
O 0.18534 2.22468 5.31882 0.076
H -2.56633 0.67495 4.69668 0.121
H -1.02017 -0.11800 4.33748 0.137
H -1.56991 2.08303 6.39967 0.140
H -0.49566 0.68209 6.55630 0.100
O -1.39168 -0.65570 7.91025 0.152
C -1.91520 -1.69950 7.67482 -0.557
O -1.82571 -2.80162 8.44231 0.073
C -2.76235 -3.77152 7.95590 -0.105
C -2.94463 -3.34205 6.51125 -0.105
O -2.68223 -1.93411 6.58487 0.053
H -2.35408 -4.77160 8.06684 0.134
H -3.68194 -3.68800 8.53616 0.134
H -2.21304 -3.79853 5.84358 0.135
H -3.94455 -3.51570 6.12482 0.133